33
Properties=species:S:1:pos:R:3:forces:R:3:mulliken_charge:R:1 method="wB97M-V/def2-TZVPD" relative_energy_ev=0.0000 homo_energy_ev=-5.5 lumo_ev=2.8 total_charge=-1
H -2.27329 3.89233 1.72031 0.094 0.007 0.234 0.259
H -1.90848 0.13033 0.37773 -0.333 -0.319 0.126 0.076
H 2.54234 -2.43153 1.88608 0.157 -0.209 0.202 0.247
O 2.15785 0.82687 -1.35736 0.081 0.037 -0.299 -0.446
H -0.26018 -2.12294 3.55867 -0.157 0.026 0.184 0.289
H 3.00284 -0.36817 -3.65353 0.000 0.296 0.123 0.220
H -1.61839 1.66257 2.70472 0.124 -0.071 -0.001 0.407
C -2.87057 2.89874 0.16519 0.441 0.889 0.367 -0.374
H -2.95482 1.72228 -1.57271 -0.038 -0.151 -0.117 0.304
H -0.07652 -1.52761 4.95294 -0.081 0.053 -0.096 0.298
H 0.91222 -0.87579 -5.09824 0.008 -0.147 0.064 0.309
H 1.13020 -5.02187 -0.71291 -0.001 0.062 0.056 0.257
H 3.49740 -2.20406 3.05603 -0.078 -0.002 -0.052 0.285
O 1.53716 -4.60333 0.05228 -0.221 0.092 -0.128 -0.603
C 1.92632 -0.23016 -3.53041 -1.112 -0.891 0.096 -0.165
H -3.95391 2.93873 0.31512 0.014 -0.085 -0.075 0.303
H 1.58746 0.26550 -0.80174 0.209 0.026 0.094 0.133
O -1.08876 1.19944 3.36973 0.298 -0.127 -0.011 -0.654
H -2.52621 3.77184 -0.40790 -0.401 -0.033 -0.162 0.316
H 1.01357 -3.79271 0.19161 0.204 -0.152 0.048 0.237
O -2.20219 2.97769 1.44211 -0.326 -0.211 -0.581 -0.519
H -1.36975 1.72949 -0.75716 0.008 0.095 -0.191 0.023
H -0.48069 0.64069 2.85264 -0.367 0.178 0.152 0.220
H 0.46638 1.04353 -2.49059 -0.088 -0.634 -0.311 0.043
O 3.18865 -2.88968 2.45543 -0.039 0.214 -0.107 -0.625
C -2.45219 1.68367 -0.60387 0.305 -0.268 0.551 -0.070
C 1.54763 0.91825 -2.62904 -0.046 1.121 0.212 -0.180
O 1.28732 -0.04741 -4.80267 0.240 0.349 -0.028 -0.542
H 1.51694 -1.13130 -3.04986 0.295 -0.019 -0.102 0.225
I 0.25746 -1.23275 0.91642 0.042 0.034 -0.143 -0.494
H 1.81306 1.86740 -3.11884 0.434 -0.135 0.230 0.318
O -0.58368 -2.18970 4.47355 0.186 -0.111 -0.100 -0.619
O -2.76521 0.49966 0.09629 0.150 0.082 -0.237 -0.480